ORCA calculation (ωB97M-V/def2-TZVPD) on a 2-piece molecular cluster, C5H11NO overall.

Each line ends with the Mulliken charge.
CARTESIAN COORDINATES (ANGSTROEM)
C (-1.18, -0.07, -0.07)  0.7921
C (-1.41, 1.34, -0.54)  -1.3790
C (1.13, 0.27, 1.93)  -0.9703
C (1.09, -0.15, -1.35)  -1.5549
C (0.06, -0.71, -0.42)  0.6748
N (-2.11, -0.62, 0.61)  -0.7979
O (0.14, -2.04, -0.15)  -0.5029
H (-1.39, 1.39, -1.62)  0.3468
H (-0.65, 2.01, -0.14)  0.3092
H (-2.38, 1.65, -0.18)  0.3842
H (2.01, 0.68, 1.49)  0.3243
H (1.18, -0.69, 2.41)  0.3132
H (0.34, 0.94, 2.23)  0.3119
H (0.93, -0.55, -2.36)  0.3617
H (1.03, 0.93, -1.39)  0.3222
H (2.09, -0.44, -1.03)  0.4845
H (-1.91, -1.57, 0.89)  0.2308
H (1.03, -2.37, -0.31)  0.3495

Properties
**LUMO energy (spin up / spin down)**: 0.29 / 0.21 eV
**Frontier orbital gap (spin up / spin down)**: 7.69 / 8.78 eV
**Highest occupied orbital energy (spin up / spin down)**: -7.406 / -8.566 eV

***

ORCA calculation (ωB97M-V/def2-TZVPD) on C19H40NP3ReS as an isolated structure at a distorted geometry.

Each line ends with the Mulliken spin population.
CARTESIAN COORDINATES (ANGSTROEM)
Re (0.14, -0.04, 0.56)  1.6764
P (-0.57, 1.72, 1.89)  0.0084
P (-2.13, -0.79, 0.56)  -0.0577
P (2.27, 0.90, 0.58)  -0.0467
H (1.90, -2.06, -4.21)  0.0207
C (2.46, -1.65, -3.38)  0.3048
C (2.46, -2.35, -2.22)  0.1336
H (1.88, -3.28, -2.13)  0.0136
C (-0.95, 3.23, 0.88)  0.0209
C (-2.09, 1.81, 2.97)  0.0127
C (0.57, 2.40, 3.19)  0.0235
C (-2.72, -2.23, -0.45)  0.0081
C (-2.86, -1.22, 2.21)  0.0249
C (-3.22, 0.52, -0.17)  0.0102
C (3.52, 0.12, -0.50)  0.0146
C (3.24, 0.76, 2.16)  0.0343
C (2.51, 2.68, 0.14)  0.0145
H (3.08, -0.78, -3.60)  0.0125
H (3.23, -2.17, -1.45)  0.0186
H (-1.35, 4.00, 1.56)  0.0003
H (-1.70, 2.99, 0.12)  -0.0008
H (-0.05, 3.60, 0.39)  -0.0016
H (-2.04, 2.75, 3.52)  0.0003
H (-2.10, 0.97, 3.69)  0.0002
H (-3.02, 1.80, 2.40)  0.0008
H (-0.04, 3.01, 3.89)  0.0013
H (1.35, 3.03, 2.76)  -0.0001
H (1.03, 1.57, 3.75)  -0.0011
H (-3.43, -2.81, 0.14)  0.0004
H (-1.86, -2.84, -0.73)  -0.0045
H (-3.19, -1.88, -1.38)  0.0003
H (-3.49, -0.42, 2.62)  -0.0001
H (-2.07, -1.44, 2.94)  -0.0048
H (-3.46, -2.12, 2.10)  0.0016
H (-4.09, -0.01, -0.58)  0.0009
H (-2.71, 1.05, -0.99)  0.0002
H (-3.57, 1.25, 0.56)  -0.0005
H (4.46, 0.67, -0.36)  0.0013
H (3.21, 0.14, -1.55)  0.0062
H (3.65, -0.92, -0.17)  0.0008
H (4.30, 0.71, 1.86)  0.0005
H (2.98, -0.17, 2.69)  -0.0026
H (3.08, 1.62, 2.81)  0.0004
H (3.49, 2.78, -0.35)  -0.0005
H (2.50, 3.32, 1.04)  -0.0004
H (1.74, 3.04, -0.56)  0.0009
C (-0.59, -0.99, -2.91)  0.0777
C (-0.43, 0.28, -3.46)  -0.0237
C (-0.83, 0.53, -4.76)  0.0015
C (-1.48, -0.45, -5.51)  0.0491
C (-1.70, -1.73, -4.95)  -0.0119
C (-1.28, -1.98, -3.63)  0.0300
S (0.28, -1.50, -1.44)  0.2987
H (0.99, -0.26, -1.18)  -0.0545
H (0.10, 1.04, -2.86)  0.0019
H (-0.63, 1.51, -5.16)  0.0012
H (-1.79, -0.23, -6.54)  0.0002
H (-2.15, -2.52, -5.55)  0.0005
H (-1.35, -2.99, -3.19)  -0.0008
C (0.80, -2.62, 4.05)  -0.0163
C (0.76, -1.80, 2.88)  0.4511
N (0.53, -1.11, 1.96)  -0.1053
H (-0.15, -2.49, 4.59)  0.0177
H (1.63, -2.27, 4.69)  0.0149
H (0.95, -3.67, 3.76)  0.0209

Properties
**LUMO energy (spin up / spin down)**: -14.57 / -15.43 eV
**Spin multiplicity**: 4
**Frontier orbital gap (spin up / spin down)**: 5.93 / 5.27 eV
**Total charge**: +4
**Highest occupied orbital energy (spin up / spin down)**: -20.504 / -20.692 eV

***

ORCA calculation (ωB97M-V/def2-TZVPD) on C8H7N2O as an isolated structure at a distorted geometry.

Each line ends with the Mulliken spin population.
CARTESIAN COORDINATES (ANGSTROEM)
C (-0.82, 1.06, 0.66)  0.5091
C (2.18, -1.48, -0.73)  0.2220
C (0.29, 1.60, 1.02)  0.2772
C (0.95, 0.10, 0.06)  0.4552
C (0.14, -0.87, -0.62)  0.1004
C (-1.26, -0.71, -0.64)  0.0874
C (0.89, 2.74, 1.65)  0.0192
C (-2.29, -1.75, -1.08)  0.0068
N (2.22, -0.34, -0.04)  -0.0269
N (-1.63, 0.30, 0.11)  0.2885
O (0.96, -1.78, -1.12)  -0.0083
H (3.03, -1.96, -1.07)  0.0073
H (2.02, 2.89, 1.68)  -0.0051
H (0.46, 2.68, 2.69)  0.0256
H (0.51, 3.52, 0.98)  0.0308
H (-3.40, -1.36, -1.05)  -0.0024
H (-2.25, -2.51, -0.35)  0.0080
H (-2.00, -2.13, -2.15)  0.0053

Properties
**LUMO energy (spin up / spin down)**: -5.20 / -8.09 eV
**Spin multiplicity**: 3
**Frontier orbital gap (spin up / spin down)**: 5.89 / 6.28 eV
**Total charge**: +1
**Highest occupied orbital energy (spin up / spin down)**: -11.086 / -14.372 eV

***

For reference, calculated total energy by record: -326.9820, -2301.5371, -493.2551 Eh.
For reference, ΔE to the lowest compared entry with this formula, charge and spin by record: 4.064, 2.490, 1.628 eV.